16
Properties=species:S:1:pos:R:3 method="wB97M-V/def2-TZVPD" e_tot_ha=-5684.38299 relative_energy_ev=0.879 total_charge=+1 max_force_ev_per_a=3.21 orbital_gap_ev=6.89
C 0.201 0.196 0.847
C 1.015 -0.142 -0.235
C -0.920 1.054 0.765
C 0.912 0.603 -1.386
C 1.842 -1.297 0.044
P -2.261 0.429 -0.583
Br -2.593 -1.730 -0.065
Br -4.101 1.407 0.215
H 0.064 -0.528 1.570
H -1.441 1.102 1.705
H -0.774 2.089 0.388
H 0.476 1.643 -1.520
H 1.318 0.042 -2.229
H 2.115 -2.043 -0.723
H 1.330 -1.938 0.871
H 2.818 -0.886 0.334


42
Properties=species:S:1:pos:R:3 method="wB97M-V/def2-TZVPD" s_squared=6.041 e_tot_ha=-3816.42187 relative_energy_ev=0.330 total_charge=+1 spin_multiplicity=5 max_force_ev_per_a=1.69 orbital_gap_ev="9.64 / 4.82"
Co -0.690 -1.612 -0.796
C -0.607 1.256 2.265
C -1.945 0.761 1.718
O -3.078 1.270 2.428
P -2.064 -1.050 1.840
O -3.435 -1.456 1.163
O -2.154 -1.303 3.400
O -0.942 -1.848 1.216
P -2.124 1.241 -0.070
O -3.695 0.969 -0.308
O -1.696 2.616 -0.320
O -1.469 0.069 -0.812
H -0.501 1.006 3.324
H -0.550 2.335 2.127
H 0.228 0.814 1.718
H -2.783 1.703 3.236
H -4.022 -0.705 0.932
H -2.230 -2.233 3.674
H -4.210 1.791 -0.258
C 2.695 -2.098 -2.076
P 1.674 -1.276 -0.822
C 2.487 -1.676 0.741
C 1.904 0.495 -1.103
C 1.379 1.036 -2.278
C 1.486 2.394 -2.532
C 2.105 3.224 -1.605
C 2.622 2.694 -0.434
C 2.525 1.330 -0.182
H 3.735 -1.800 -1.939
H 2.368 -1.807 -3.075
H 2.607 -3.182 -1.978
H 3.468 -1.201 0.777
H 2.616 -2.757 0.794
H 1.881 -1.360 1.589
H 0.871 0.398 -2.997
H 1.073 2.809 -3.446
H 2.173 4.290 -1.794
H 3.101 3.343 0.290
H 2.935 0.931 0.738
S -3.788 -4.589 -1.850
C -2.476 -3.729 -1.704
N -1.474 -3.091 -1.590


14
Properties=species:S:1:pos:R:3 method="wB97M-V/def2-TZVPD" e_tot_ha=-1065.55256 relative_energy_ev=4.794 total_charge=0 max_force_ev_per_a=3.75 orbital_gap_ev="8.01 / 7.22"
C -1.130 1.378 0.476
C -0.657 0.740 -0.784
C -0.314 0.469 1.304
C 0.192 -0.184 0.070
C 0.310 -1.643 -0.279
O 3.010 -0.046 0.036
S -2.471 0.314 -0.431
S 1.891 0.880 -0.087
H -1.581 2.406 0.473
H -0.368 1.017 -1.810
H 0.260 0.563 2.260
H 1.244 -2.082 -0.182
H -0.015 -1.640 -1.276
H -0.372 -2.173 0.231


36
Properties=species:S:1:pos:R:3 method="wB97M-V/def2-TZVPD" e_tot_ha=-1159.90719 total_charge=-1 max_force_ev_per_a=2.73 orbital_gap_ev=4.93
Li 0.975 -3.037 0.137
Li -0.886 -2.118 2.757
Li 0.369 -0.399 1.184
C -2.164 0.017 -2.941
C -0.893 -0.104 -2.271
C -0.731 -1.247 -1.230
O 0.352 -1.273 -0.546
C -1.841 -2.018 -0.936
C -3.096 -1.940 -1.593
C -3.212 -0.872 -2.679
O -4.219 -0.866 -3.428
O -4.024 -2.641 -1.206
O 0.077 0.622 -2.535
H -2.237 0.542 -3.881
H -1.707 -2.694 -0.092
O 0.860 -2.208 1.949
H 1.788 -2.168 1.713
O -1.102 -0.271 2.474
H -2.056 -0.226 2.444
O 1.381 1.629 3.588
H 2.057 1.353 2.955
H 1.874 2.100 4.269
O 0.218 1.499 0.307
H 0.419 2.414 0.098
H -0.357 1.211 -0.416
O -2.989 1.131 0.805
H -2.145 0.715 1.109
H -2.825 1.425 -0.099
C 3.454 1.367 0.198
O 4.055 1.874 1.156
N 3.275 2.059 -0.965
N 2.990 0.091 0.192
H 3.104 1.629 -1.855
H 3.597 3.008 -0.982
H 2.460 -0.094 -0.647
H 3.184 -0.509 0.966


148
Properties=species:S:1:pos:R:3 method="wB97M-V/def2-TZVPD" e_tot_ha=-26207.85932 total_charge=0 max_force_ev_per_a=8.58 orbital_gap_ev=6.11
C 3.053 1.837 4.165
C 3.352 3.136 3.503
C 3.043 3.396 1.910
C 3.958 2.724 0.903
C 5.199 1.725 1.291
C 3.695 2.994 -0.727
O 4.760 3.129 -1.521
C 2.119 3.116 -1.176
C 1.491 2.565 -2.611
C 2.473 1.782 -3.701
C 2.419 0.175 -3.240
C 3.031 -0.844 -4.369
O 2.964 -0.002 -1.881
C -0.095 2.772 -2.994
S -0.930 2.254 -4.590
O -2.264 3.093 -4.678
O -0.141 2.579 -5.881
C -1.464 0.450 -4.647
F -0.548 -0.433 -5.422
F -2.788 0.439 -5.373
F -1.757 -0.031 -3.273
C -1.064 3.515 -1.857
C -0.522 4.044 -0.390
C -1.536 4.723 0.705
C -3.016 5.143 0.095
C -4.215 4.081 0.463
C -4.311 2.778 -0.530
C -5.443 1.668 -0.094
O -4.786 0.332 -0.101
C -3.989 0.129 1.127
C -2.890 -1.088 0.801
C 1.108 3.856 -0.067
C 1.781 4.357 1.380
O 1.394 5.444 2.052
H 3.667 0.896 3.812
H 2.258 1.836 5.031
H 3.788 4.035 4.120
H 4.825 0.593 1.229
H 5.993 1.824 0.406
H 5.694 1.924 2.332
H 2.156 1.948 -4.817
H 3.602 2.088 -3.616
H 1.255 -0.077 -3.161
H 2.313 -1.784 -4.400
H 3.083 -0.363 -5.437
H 4.064 -1.231 -3.961
H 3.956 -0.153 -1.888
H -2.200 3.664 -2.125
H -1.759 3.886 1.522
H -1.095 5.636 1.290
H -3.001 5.395 -1.052
H -3.303 6.164 0.643
H -5.240 4.682 0.348
H -4.185 3.720 1.598
H -3.245 2.240 -0.544
H -4.494 3.127 -1.644
H -5.898 1.920 0.955
H -6.309 1.658 -0.904
H -4.689 -0.119 2.035
H -3.338 1.056 1.438
H -3.436 -1.788 0.023
H -1.939 -0.625 0.277
H -2.645 -1.709 1.769
C -6.208 0.411 -3.949
Cl -7.480 1.405 -3.218
Cl -4.623 0.844 -3.286
Cl -6.540 -1.310 -3.696
H -6.196 0.605 -5.025
C 3.401 -1.441 6.384
Cl 1.860 -0.598 6.154
Cl 4.027 -2.028 4.834
Cl 4.581 -0.377 7.168
H 3.229 -2.302 7.034
C 1.225 -4.610 2.642
Cl 2.643 -5.626 2.952
Cl 1.048 -3.386 3.910
Cl 1.346 -3.843 1.049
H 0.337 -5.247 2.651
C -2.221 -4.219 -1.528
Cl -3.412 -5.112 -0.567
Cl -3.029 -3.072 -2.610
Cl -1.075 -3.375 -0.472
H -1.664 -4.934 -2.139
C 4.272 4.091 -6.610
Cl 5.901 4.781 -6.522
Cl 4.342 2.321 -6.556
Cl 3.260 4.714 -5.295
H 3.823 4.389 -7.561
C 7.070 3.649 4.679
Cl 5.500 2.830 4.623
Cl 8.122 3.067 3.378
Cl 6.860 5.405 4.572
H 7.545 3.417 5.636
C -8.899 3.040 0.950
Cl -10.440 3.883 0.720
Cl -8.273 2.453 -0.600
Cl -7.719 4.104 1.734
H -9.071 2.179 1.600
C 1.612 7.370 -2.845
Cl 3.242 8.060 -2.756
Cl 1.682 5.600 -2.790
Cl 0.601 7.993 -1.530
H 1.163 7.668 -3.795
C -0.681 -8.434 3.588
Cl -1.871 -9.328 4.549
Cl -1.489 -7.287 2.506
Cl 0.465 -7.591 4.644
H -0.124 -9.150 2.977
C -9.235 2.544 -6.924
Cl -7.817 1.528 -6.614
Cl -9.412 3.768 -5.655
Cl -9.114 3.311 -8.517
H -10.123 1.907 -6.915
C 2.938 -9.305 7.911
Cl 3.138 -8.939 6.189
Cl 3.234 -7.860 8.893
Cl 1.318 -9.949 8.225
H 3.671 -10.066 8.189
C -8.781 -2.685 -7.568
Cl -9.971 -3.578 -6.607
Cl -9.589 -1.538 -8.650
Cl -7.635 -1.842 -6.511
H -8.224 -3.400 -8.178
C 11.019 4.723 5.381
Cl 9.829 3.829 6.342
Cl 10.211 5.870 4.299
Cl 12.165 5.566 6.438
H 11.576 4.007 4.771
C -7.135 -6.062 1.024
Cl -5.717 -7.078 1.335
Cl -7.312 -4.838 2.293
Cl -7.014 -5.295 -0.568
H -8.023 -6.698 1.033
C -0.426 -2.914 -8.189
Cl 1.094 -3.807 -8.365
Cl -0.841 -2.089 -9.702
Cl -1.734 -4.002 -7.694
H -0.293 -2.158 -7.410
C 6.811 -3.749 2.636
Cl 5.240 -4.568 2.580
Cl 7.863 -4.331 1.335
Cl 6.600 -1.993 2.529
H 7.286 -3.981 3.593
C 6.504 -8.344 11.493
Cl 5.457 -6.918 11.590
Cl 5.574 -9.766 10.990
Cl 7.849 -8.053 10.377
H 6.916 -8.536 12.487


77
Properties=species:S:1:pos:R:3 method="wB97M-V/def2-TZVPD" s_squared=6.035 e_tot_ha=-1921.94125 relative_energy_ev=0.000 total_charge=+2 spin_multiplicity=5 max_force_ev_per_a=0.76 orbital_gap_ev="8.69 / 5.08"
Pd -0.850 2.029 -0.697
C -2.442 4.032 -4.211
C -2.581 3.708 -2.865
N -1.400 3.347 -2.358
N -0.497 3.411 -3.358
C -1.102 3.825 -4.479
B 0.989 3.013 -3.137
N 1.027 1.465 -3.026
C 1.659 0.568 -3.798
C 1.129 -0.683 -3.542
C 0.142 -0.452 -2.583
N 0.090 0.844 -2.288
N 1.450 3.651 -1.808
C 2.313 4.666 -1.642
C 2.190 5.145 -0.351
C 1.193 4.356 0.219
N 0.761 3.461 -0.668
H -3.205 4.368 -4.891
H -3.454 3.762 -2.235
H -0.542 3.957 -5.390
H 1.671 3.388 -4.040
H 2.427 0.878 -4.486
H 1.402 -1.618 -3.997
H -0.555 -1.141 -2.131
H 2.948 4.984 -2.451
H 2.733 5.953 0.105
H 0.768 4.401 1.209
C 1.968 -2.859 4.537
C 0.977 -3.720 3.803
C 0.674 -5.003 4.243
C -0.244 -5.801 3.578
C -0.859 -5.334 2.426
C -0.569 -4.065 1.955
C 0.326 -3.258 2.654
N 0.673 -1.957 2.194
C -0.038 -1.104 1.426
N -1.373 -1.254 1.451
C -2.391 -0.674 0.679
C -2.199 0.222 -0.364
C -3.210 0.623 -1.220
C -4.517 0.303 -0.867
C -4.743 -0.508 0.234
C -3.709 -1.033 1.004
C -3.998 -1.976 2.141
N 0.557 -0.093 0.806
C 1.884 -0.150 0.552
C 2.657 0.994 0.912
C 3.998 1.036 0.671
C 4.618 -0.055 0.037
C 3.887 -1.184 -0.322
C 2.529 -1.277 -0.091
C 1.790 -2.490 -0.569
H 2.336 -3.371 5.422
H 1.523 -1.916 4.860
H 2.843 -2.627 3.919
H 1.165 -5.377 5.132
H -0.470 -6.791 3.951
H -1.554 -5.960 1.884
H -1.003 -3.731 1.021
H 1.592 -1.629 2.459
H -1.697 -1.928 2.132
H -3.010 1.166 -2.137
H -5.340 0.646 -1.479
H -5.760 -0.782 0.484
H -5.071 -2.094 2.269
H -3.597 -1.610 3.090
H -3.585 -2.971 1.954
H 2.149 1.785 1.442
H 4.584 1.894 0.969
H 5.677 -0.017 -0.181
H 4.392 -2.011 -0.806
H 2.178 -2.795 -1.540
H 0.722 -2.314 -0.677
H 1.932 -3.328 0.117
O -2.088 3.440 0.744
H -2.132 4.389 0.576
H -2.740 3.239 1.424


93
Properties=species:S:1:pos:R:3 method="wB97M-V/def2-TZVPD" s_squared=3.756 e_tot_ha=-5485.79678 total_charge=+1 spin_multiplicity=4 max_force_ev_per_a=6.56 orbital_gap_ev="5.42 / 6.52"
Nd 0.220 0.526 -2.286
C 0.819 -0.749 -5.321
C 2.150 -0.964 -4.595
O 2.092 -0.627 -3.129
C 2.632 -1.645 -2.232
C 1.491 -2.642 -1.872
O 0.368 -1.879 -1.421
C -0.846 -2.603 -1.403
C -1.947 -1.654 -1.029
O -1.994 -0.523 -1.904
C -2.386 0.459 -4.095
C -1.353 0.419 -5.221
O -0.035 0.210 -4.642
H 0.311 -1.780 -5.190
H 1.019 -0.453 -6.366
H 2.964 -0.323 -5.023
H 2.374 -2.015 -4.606
H 2.922 -1.166 -1.308
H 3.488 -2.132 -2.712
H 1.788 -3.337 -1.086
H 1.205 -3.206 -2.799
H -0.741 -3.392 -0.606
H -0.931 -3.023 -2.423
H -1.819 -1.262 0.011
H -2.914 -2.147 -1.064
H -2.071 1.222 -3.376
H -3.345 0.798 -4.490
H -1.235 1.378 -5.750
H -1.485 -0.499 -5.802
N 0.315 -0.926 1.858
P 0.262 0.627 1.014
C -0.651 1.599 2.191
C -1.946 2.039 1.939
C -2.583 2.791 2.864
C -2.046 2.939 4.157
C -0.764 2.428 4.422
C -0.046 1.735 3.471
C 1.937 1.323 1.037
C 3.043 0.619 1.533
C 4.176 1.319 1.972
C 4.256 2.718 1.868
C 3.160 3.419 1.380
C 2.039 2.758 0.938
P -0.726 -2.325 2.193
C 0.552 -3.381 2.849
C 0.574 -3.847 4.203
C 1.571 -4.763 4.599
C 2.693 -4.985 3.770
C 2.686 -4.456 2.473
C 1.655 -3.653 2.022
C -1.826 -1.982 3.612
C -2.991 -2.734 3.852
C -3.737 -2.681 4.993
C -3.437 -1.665 5.940
C -2.321 -0.813 5.681
C -1.414 -1.111 4.629
H 1.288 -1.204 2.089
H -2.415 1.887 0.969
H -3.522 3.248 2.658
H -2.593 3.358 4.994
H -0.305 2.585 5.420
H 0.913 1.250 3.631
H 3.009 -0.416 1.753
H 5.012 0.773 2.417
H 5.207 3.146 2.162
H 3.203 4.472 1.357
H 1.233 3.358 0.477
H -0.236 -3.431 4.828
H 1.554 -5.219 5.571
H 3.493 -5.504 4.243
H 3.525 -4.717 1.836
H 1.668 -3.239 1.002
H -3.354 -3.338 3.027
H -4.579 -3.337 5.166
H -3.963 -1.488 6.851
H -2.190 0.105 6.257
H -0.420 -0.678 4.589
Cl -0.787 -3.465 -4.622
C -2.430 -0.817 -3.281
H -1.849 -1.594 -3.741
H -3.477 -1.124 -3.203
C -0.045 5.529 -6.165
S 1.116 5.113 -4.789
C -0.034 5.040 -3.575
C 0.130 3.973 -2.511
S 1.579 3.005 -2.514
S -1.126 3.929 -1.308
C -1.887 5.477 -1.805
S -2.841 6.283 -0.806
S -1.350 6.131 -3.372
H 0.553 5.433 -7.096
H -0.299 6.581 -6.012
H -0.949 4.907 -6.221